C5H8N2 | ωB97M-V with the def2-TZVPD basis set

Each atom is followed by the atoms it is bonded to, with distances in Å.
Atoms and positions in Å:
1 N -0.1965 3.0569 -0.7536  C3 1.156
2 N 0.6011 -0.0781 0.5435  C4 1.450, C6 1.440, C7 1.452
3 C 0.3592 2.0431 -0.7330  N1 1.156, C7 1.453
4 C 1.4661 -1.2216 0.7612  N2 1.450, H8 1.093, H9 1.103, H15 1.097
5 C -1.8101 0.2644 0.1676  C6 1.507, H10 1.095, H13 1.093, H14 1.091
6 C -0.4940 -0.2234 -0.3808  N2 1.440, C5 1.507, C7 1.501, H12 1.091
7 C 0.6929 0.6294 -0.7211  N2 1.452, C3 1.453, C6 1.501, H11 1.094
8 H 2.4321 -0.8763 1.1369  C4 1.093
9 H 1.6228 -1.8356 -0.1412  C4 1.103
10 H -2.1590 -0.5630 0.7940  C5 1.095
11 H 1.4220 0.2574 -1.4470  C7 1.094
12 H -0.5745 -1.1344 -0.9757  C6 1.091
13 H -1.7091 1.1425 0.8102  C5 1.093
14 H -2.5624 0.4729 -0.5948  C5 1.091
15 H 1.0048 -1.8525 1.5306  C4 1.097

LUMO energy	0.917	eV
strongest force on any atom	0.984	eV Å⁻¹
HOMO energy	-0.36146	Ha
frontier orbital gap	10.75	eV
multiplicity	1
energy above the lowest of the compared OMol25 structures with the same formula, charge and spin	41.3	kcal per mole
total energy	-304.769718	a.u.